{
  "formula": "C4H6OS",
  "method": "ωB97M-V/def2-TZVPD",
  "symbols": ["C", "C", "C", "C", "O", "S", "H", "H", "H", "H", "H", "H"],
  "xyz": [[0.647387, 0.419313, 0.551005], [-0.133197, 0.449984, 1.842561], [-0.321110, -0.457832, -0.417165], [0.035575, -0.526156, -1.831597], [-1.076591, 0.221874, -1.339593], [-0.728605, 1.680693, 2.633272], [0.699413, 1.320844, 0.041535], [1.662237, -0.072327, 0.826768], [0.638932, 0.191396, -2.286457], [-0.316147, -0.507512, 2.203524], [-0.867054, -1.329356, 0.038605], [-0.240839, -1.390920, -2.262459]],
  "forces_ev_per_a": [[-1.3, -3.5, 1.0], [1.0, 1.2, -1.3], [2.2, -0.2, 1.9], [-0.8, 1.7, 1.8], [-1.5, 0.7, 0.1], [-0.4, 1.1, 0.5], [0.6, 1.9, -0.5], [-1.6, 0.7, -1.0], [1.8, 0.3, -0.6], [-0.3, -1.9, 0.8], [0.8, 0.8, -0.3], [-0.6, -2.7, -2.1]],
  "mulliken_charge": [-0.362, -0.376, 0.090, -0.483, -0.424, -0.253, 0.350, 0.232, 0.274, 0.344, 0.319, 0.289],
  "energy_ha": -629.33245,
  "e_lumo_ev": 0.0342,
  "smiles": "S=CC[C@@H]1CO1",
  "total_charge": 0,
  "multiplicity": 1,
  "homo_energy_ev": -8.659,
  "relative_energy_ev": 3.1218,
  "orbital_gap_ev": 8.7
}